Entry 1:
Molecular formula: C88H132O44
Method: DFT, wB97M-V/def2-TZVPD

```
264
Properties=species:S:1:pos:R:3:lowdin_charge:R:1
O 11.24 19.25 18.80 0.104
O 24.57 19.64 13.06 0.041
O 13.25 14.05 15.10 0.103
O 15.08 24.05 12.42 0.099
O 10.85 21.92 16.50 0.112
O 12.83 23.87 12.39 -0.004
O 16.65 11.82 11.95 0.121
O 19.19 14.75 20.77 -0.031
O 22.45 18.72 21.83 0.002
O 10.65 20.54 14.74 0.039
O 16.46 20.88 22.09 0.118
O 21.12 22.68 18.12 0.041
O 19.16 17.02 21.19 0.095
O 20.70 16.22 10.92 0.103
O 17.84 24.53 18.38 0.035
O 18.67 15.72 10.20 0.008
O 13.73 11.18 15.49 -0.026
O 21.31 13.82 15.41 0.086
O 10.77 12.45 18.44 0.109
O 12.63 13.63 18.81 -0.031
O 12.88 15.71 16.56 0.012
O 17.51 20.05 13.22 -0.031
O 10.39 18.82 21.94 0.108
O 16.11 12.54 14.01 0.007
O 12.47 14.92 12.05 0.045
O 14.51 22.77 17.24 0.066
O 21.83 22.35 16.06 0.103
O 18.59 17.48 14.94 0.076
O 15.46 10.21 16.48 0.092
O 15.13 18.65 9.68 0.115
O 24.25 20.04 10.85 0.118
O 14.84 20.81 9.40 0.038
O 15.47 20.78 12.75 0.103
O 13.46 23.86 18.93 0.024
O 17.95 18.94 16.61 -0.020
O 15.85 16.84 19.02 0.058
O 16.34 15.84 21.07 -0.007
O 17.65 22.38 18.95 0.115
O 22.67 13.45 13.58 -0.022
O 16.22 23.01 21.58 0.017
O 11.87 17.24 22.48 0.021
O 12.33 16.98 12.97 0.063
O 8.99 19.16 18.85 0.025
O 20.98 20.37 22.01 0.133
C 23.84 19.74 11.94 -0.476
C 13.09 22.03 20.52 -0.105
C 16.92 24.23 21.65 -0.150
C 9.91 21.08 19.80 -0.073
C 23.10 14.17 12.43 -0.175
C 8.45 21.39 19.49 -0.129
C 22.78 17.50 22.52 -0.163
C 11.72 16.25 17.21 -0.190
C 14.72 14.86 11.24 -0.080
C 14.75 10.24 15.49 -0.472
C 12.91 11.32 18.78 -0.076
C 20.86 21.83 19.29 -0.098
C 23.73 19.25 14.17 -0.141
C 19.28 17.91 9.90 -0.082
C 13.45 14.02 11.39 -0.078
C 13.95 22.75 18.31 -0.448
C 16.16 16.27 22.53 -0.080
C 12.71 21.14 10.52 -0.105
C 16.80 13.38 14.97 -0.152
C 16.64 21.04 12.66 -0.379
C 11.75 24.05 13.39 -0.090
C 21.59 17.16 23.36 -0.136
C 19.10 13.83 19.59 -0.118
C 18.91 20.46 13.19 -0.112
C 17.75 23.22 18.10 -0.488
C 12.31 24.98 14.53 -0.113
C 17.76 25.26 17.13 -0.102
C 11.50 19.60 14.01 -0.104
C 14.10 13.32 18.82 -0.093
C 12.95 16.10 12.34 -0.486
C 17.49 22.10 12.04 -0.084
C 17.76 14.28 14.26 -0.156
C 14.69 9.38 14.28 -0.057
C 12.29 15.96 21.91 -0.125
C 16.14 17.80 22.52 -0.119
C 20.86 18.50 23.52 -0.063
C 13.96 21.84 9.92 -0.110
C 23.02 15.67 12.80 -0.144
C 12.62 20.44 15.91 -0.085
C 12.92 10.91 14.27 -0.141
C 14.11 11.95 19.42 -0.171
C 18.10 17.64 8.94 -0.123
C 13.66 21.49 19.17 -0.025
C 15.69 18.12 21.02 -0.053
C 12.92 23.52 20.27 -0.101
C 16.92 12.45 12.91 -0.490
C 21.36 19.33 22.42 -0.480
C 10.99 15.36 21.30 -0.115
C 13.79 10.20 13.32 -0.163
C 10.22 16.62 20.85 -0.061
C 13.34 19.79 10.83 -0.095
C 12.91 19.68 14.61 -0.115
C 14.03 24.16 12.99 -0.450
C 18.29 22.43 22.45 -0.045
C 16.91 21.99 22.06 -0.485
C 10.51 15.92 16.37 -0.111
C 19.33 14.71 18.41 -0.141
C 22.31 19.69 13.78 -0.175
C 13.83 24.85 14.33 -0.076
C 17.85 22.95 16.63 -0.093
C 21.13 20.47 17.32 -0.070
C 20.44 20.47 18.70 -0.104
C 10.85 17.74 21.72 -0.443
C 19.66 16.59 10.44 -0.514
C 10.92 14.54 15.70 -0.025
C 12.44 14.70 15.70 -0.445
C 11.29 21.04 15.81 -0.528
C 17.48 16.39 9.54 -0.078
C 10.19 19.74 19.09 -0.464
C 17.71 17.90 15.69 -0.419
C 16.65 19.36 17.18 -0.122
C 19.15 16.17 18.86 -0.055
C 21.39 21.89 17.08 -0.548
C 16.31 17.38 15.91 -0.074
C 22.34 19.47 12.28 -0.070
C 18.16 13.39 13.05 -0.034
C 14.33 16.28 11.87 -0.030
C 16.01 16.88 20.25 -0.452
C 11.94 12.46 18.66 -0.483
C 15.52 18.58 16.49 -0.108
C 7.90 19.97 19.35 -0.127
C 21.90 14.30 14.46 -0.388
C 18.34 23.73 21.72 -0.171
C 18.87 22.00 12.65 -0.098
C 21.84 15.68 13.83 -0.073
C 19.16 16.12 20.39 -0.416
C 18.10 24.27 15.95 -0.119
C 14.51 19.62 9.94 -0.503
H 12.49 19.80 16.76 0.098
H 11.95 10.45 14.51 0.129
H 17.16 15.65 8.84 0.115
H 8.38 21.97 18.58 0.108
H 19.08 12.82 13.30 0.134
H 11.51 19.90 12.96 0.107
H 17.15 23.11 12.16 0.100
H 15.07 11.46 19.17 0.125
H 22.02 19.82 17.12 0.148
H 22.39 14.01 11.62 0.111
H 23.73 17.70 23.08 0.132
H 13.85 21.90 21.27 0.090
H 18.29 22.63 23.51 0.136
H 11.89 23.81 20.22 0.107
H 23.92 15.88 13.43 0.118
H 19.71 22.28 12.03 0.107
H 24.08 13.77 12.09 0.134
H 11.95 21.13 9.72 0.125
H 17.11 18.24 22.86 0.110
H 13.13 16.11 21.16 0.134
H 13.13 20.82 18.48 0.087
H 20.73 19.61 19.27 0.095
H 18.50 26.09 17.17 0.133
H 16.81 22.53 16.30 0.150
H 14.92 14.96 10.18 0.099
H 14.74 14.13 19.30 0.132
H 12.79 18.90 10.79 0.110
H 18.89 22.53 13.58 0.084
H 12.08 24.49 15.52 0.121
H 19.02 24.49 22.13 0.124
H 11.58 15.75 18.15 0.093
H 18.20 16.69 18.70 0.098
H 13.74 19.91 11.83 0.099
H 9.63 15.82 16.96 0.108
H 10.62 21.83 19.50 0.097
H 11.55 23.04 13.81 0.112
H 22.10 18.38 12.01 0.130
H 14.48 10.83 12.76 0.079
H 16.07 14.01 15.48 0.108
H 16.95 15.86 23.07 0.096
H 13.15 11.09 17.75 0.110
H 10.84 24.38 12.91 0.120
H 21.04 18.97 24.48 0.135
H 7.76 19.69 20.36 0.114
H 14.40 13.38 17.75 0.131
H 10.34 14.90 22.07 0.129
H 15.58 14.41 11.73 0.094
H 20.81 15.91 13.42 0.131
H 20.08 22.33 19.88 0.095
H 16.79 25.66 17.01 0.104
H 20.14 18.46 9.54 0.128
H 18.65 17.28 8.01 0.146
H 12.55 10.45 19.29 0.130
H 16.74 16.53 10.34 0.102
H 16.21 18.96 20.67 0.079
H 23.72 18.19 14.36 0.093
H 13.26 9.65 12.53 0.128
H 21.00 16.39 22.86 0.108
H 12.93 13.70 10.48 0.129
H 14.27 24.15 15.14 0.131
H 13.59 13.17 12.02 0.096
H 21.55 19.10 14.32 0.111
H 15.37 18.24 23.16 0.113
H 16.70 19.29 18.22 0.086
H 18.61 14.68 14.81 0.098
H 19.38 20.43 18.62 0.090
H 18.58 22.22 16.49 0.092
H 10.12 20.87 20.82 0.091
H 20.35 14.64 17.93 0.129
H 10.56 13.72 16.41 0.126
H 14.70 18.32 17.17 0.107
H 19.32 20.31 14.21 0.110
H 10.38 16.85 19.85 0.066
H 17.37 24.36 15.09 0.127
H 11.80 17.27 17.43 0.083
H 18.18 13.90 12.06 0.118
H 14.65 18.31 20.97 0.117
H 13.40 21.11 16.21 0.099
H 15.66 9.23 13.76 0.141
H 7.93 21.97 20.22 0.114
H 14.93 16.55 12.70 0.108
H 17.48 21.80 10.94 0.163
H 16.21 16.49 16.58 0.128
H 24.06 19.68 15.14 0.133
H 14.42 17.13 11.21 0.089
H 12.18 21.55 20.84 0.082
H 9.12 16.55 21.10 0.152
H 19.04 21.79 22.11 0.085
H 18.07 13.39 19.68 0.130
H 16.67 20.43 17.00 0.094
H 10.50 14.26 14.69 0.132
H 17.27 15.21 13.94 0.098
H 21.73 20.24 11.72 0.126
H 19.81 18.36 23.44 0.104
H 23.03 16.32 11.96 0.080
H 14.06 11.85 20.51 0.121
H 14.30 8.43 14.57 0.119
H 15.19 15.79 22.91 0.132
H 21.76 21.79 19.93 0.122
H 11.00 18.69 14.09 0.084
H 18.89 18.44 10.80 0.129
H 11.19 14.74 20.39 0.098
H 13.47 24.12 20.99 0.119
H 19.85 13.01 19.64 0.128
H 7.03 19.90 18.70 0.132
H 14.47 22.36 10.68 0.071
H 16.71 24.77 22.59 0.133
H 19.11 24.40 15.60 0.104
H 20.51 20.11 16.53 0.085
H 17.46 18.51 8.89 0.097
H 15.13 19.15 15.59 0.109
H 21.98 16.82 24.29 0.105
H 14.43 25.74 14.40 0.114
H 17.24 12.66 15.71 0.144
H 18.61 14.43 17.66 0.095
H 19.48 19.92 12.42 0.086
H 23.11 16.89 21.67 0.128
H 12.78 15.42 22.63 0.082
H 12.27 21.62 11.35 0.081
H 12.01 25.99 14.58 0.090
H 22.06 16.38 14.61 0.099
H 16.60 24.78 20.75 0.135
H 13.73 22.51 9.09 0.132
H 22.17 20.70 14.08 0.085
H 19.90 16.97 18.64 0.141
H 14.62 20.95 19.18 0.122
H 12.67 11.99 13.88 0.129
H 13.69 20.16 14.04 0.076
H 16.02 17.01 14.92 0.109
H 10.50 16.77 15.64 0.117
H 18.69 23.59 20.68 0.084
H 13.26 18.64 14.79 0.109
```

Max |F|   0.0830 Eh/bohr
Molecular weight   1894.0 g/mol
HOMO energy   -9.961 eV
Gap between HOMO and LUMO   10.46 eV
DFT total energy   -6743.1453 Ha
Net charge   0
Energy above the lowest of the compared OMol25 structures with the same formula, charge and spin   58.13 kJ/mol

=====

Entry 2:
Molecular formula: C3H5NO4
Method: DFT, wB97M-V/def2-TZVPD

```
13
Properties=species:S:1:pos:R:3:lowdin_charge:R:1
O -0.32 1.70 -0.68 0.103
O -0.70 -0.12 1.92 0.065
O 1.11 1.26 2.05 0.113
O 0.21 -1.60 0.18 0.004
N -0.42 0.06 -2.19 0.059
C 0.66 -0.29 0.07 -0.279
C 0.40 0.47 1.43 -0.457
C -0.07 0.52 -0.77 -0.471
H -0.92 0.10 2.94 0.225
H 1.83 -0.44 0.06 0.230
H 0.02 -0.97 -2.69 0.202
H -0.75 -1.47 0.35 0.117
H -1.03 0.77 -2.66 0.089
```

Max |F|   0.2147 Eh/bohr
Molecular weight   119.1 g/mol
HOMO energy   -9.877 eV
Gap between HOMO and LUMO   10.08 eV
DFT total energy   -472.9568 Ha
Net charge   0
Energy above the lowest of the compared OMol25 structures with the same formula, charge and spin   295.77 kJ/mol

=====

Entry 3:
Molecular formula: C8H15N
Method: DFT, wB97M-V/def2-TZVPD

```
24
Properties=species:S:1:pos:R:3:lowdin_charge:R:1
N -1.85 -1.48 0.36 -0.006
C 0.46 -1.27 -0.83 -0.118
C -0.48 2.03 -0.25 -0.129
C -0.21 0.17 1.04 -0.169
C 2.13 0.48 0.21 -0.133
C 1.81 -1.09 0.01 -0.169
C 0.64 1.04 0.06 -0.299
C -1.40 0.83 -0.47 -0.222
C -0.83 -0.56 -0.16 -0.559
H 2.65 0.91 -0.55 0.057
H 2.94 -1.12 -0.49 0.152
H -1.84 0.64 -1.55 0.134
H -0.42 2.79 -1.13 0.131
H -0.76 0.81 1.70 0.115
H 0.52 -0.92 -2.00 0.158
H 0.68 0.58 -0.89 0.053
H -0.66 2.74 0.70 0.139
H -2.98 -1.51 -0.27 0.188
H 1.88 -1.70 0.90 0.085
H -2.51 0.70 0.09 0.156
H 0.15 -0.63 1.65 0.108
H -2.20 -0.86 1.19 0.080
H 2.55 0.61 1.26 0.121
H 0.32 -2.44 -0.84 0.125
```

Max |F|   0.1669 Eh/bohr
Molecular weight   125.2 g/mol
HOMO energy   -8.858 eV
Gap between HOMO and LUMO   9.84 eV
DFT total energy   -368.2740 Ha
Net charge   0
Energy above the lowest of the compared OMol25 structures with the same formula, charge and spin   784.31 kJ/mol

=====

Entry 4:
Molecular formula: C16H20ClIN2O6
Method: DFT, wB97M-V/def2-TZVPD

```
46
Properties=species:S:1:pos:R:3:lowdin_charge:R:1
I 2.49 4.55 0.91 0.922
Cl 3.18 4.21 -2.22 0.661
O -0.88 5.38 -1.64 0.010
O -0.69 -3.17 -2.67 0.023
O 0.59 5.57 -3.33 0.078
O -0.05 -4.52 2.13 0.111
O -2.77 -3.42 -1.89 0.111
O -0.46 -2.89 3.61 0.028
N 5.70 0.73 -0.74 0.174
N 2.04 1.13 -0.77 0.203
C 4.91 3.20 -0.36 -0.261
C 3.39 3.37 -0.66 -1.204
C 0.62 -2.97 -2.11 -0.152
C -1.61 -3.19 -1.68 -0.488
C -0.95 -2.92 -0.35 -0.084
C 0.38 -2.32 -0.76 -0.154
C -0.66 -4.12 3.08 -0.483
C -2.43 3.89 -2.59 -0.153
C -2.39 -3.74 4.66 -0.154
C -0.37 5.03 -2.85 -0.503
C -1.26 -2.72 4.79 -0.155
C -1.71 -4.86 3.88 -0.071
C 5.39 1.83 -0.67 -0.220
C -1.94 4.49 -1.28 -0.156
C -1.15 3.87 -3.42 -0.071
C 2.66 2.09 -0.75 -0.376
H -1.54 3.73 -0.60 0.125
H 5.12 3.45 0.67 0.082
H -1.56 -2.24 0.24 0.126
H -3.19 -3.31 4.06 0.119
H -1.20 -5.57 4.54 0.132
H -2.90 2.92 -2.47 0.117
H 5.47 3.89 -0.99 0.102
H -3.16 4.56 -3.05 0.118
H -0.82 -3.87 0.18 0.104
H 1.11 -3.95 -2.01 0.126
H 1.21 -2.35 -2.78 0.122
H -1.33 4.02 -4.48 0.126
H -2.80 -4.05 5.61 0.115
H -2.39 -5.39 3.22 0.127
H 1.19 -2.49 -0.05 0.118
H 0.28 -1.24 -0.89 0.097
H -1.62 -1.70 4.84 0.124
H -0.63 -2.92 5.66 0.127
H -0.57 2.96 -3.26 0.132
H -2.71 5.05 -0.76 0.124
```

Max |F|   0.0164 Eh/bohr
Molecular weight   498.7 g/mol
HOMO energy   -9.703 eV
Gap between HOMO and LUMO   8.81 eV
DFT total energy   -1940.5088 Ha
Net charge   0

=====

Entry 5:
Molecular formula: C2H4O2
Method: DFT, wB97M-V/def2-TZVPD

```
8
Properties=species:S:1:pos:R:3:lowdin_charge:R:1
O -1.78 -0.16 0.64 0.030
O 0.26 -1.14 -0.53 -0.103
C -1.44 0.93 0.54 0.026
C 0.76 0.13 -0.22 -0.204
H -0.51 -1.38 0.01 0.056
H 0.03 1.04 -0.03 0.011
H 1.29 0.48 -1.10 0.089
H 1.39 0.10 0.68 0.095
```

Max |F|   0.0478 Eh/bohr
Molecular weight   60.1 g/mol
HOMO energy   -10.440 eV
Gap between HOMO and LUMO   11.55 eV
DFT total energy   -229.0178 Ha
Net charge   0
Energy above the lowest of the compared OMol25 structures with the same formula, charge and spin   233.16 kJ/mol

=====

Entry 6:
Molecular formula: C13H14F3IN2Pb
Method: DFT, wB97M-V/def2-TZVPD

```
34
Properties=species:S:1:pos:R:3:lowdin_charge:R:1
Pb 1.17 1.53 0.93 0.981
I -0.65 2.95 2.98 0.065
F 0.53 -0.26 3.78 -0.017
F 0.72 -1.71 2.15 -0.008
F -1.14 -0.59 2.38 0.009
N -1.35 0.76 -0.48 0.038
N 0.70 -1.09 -0.63 0.055
C -3.93 0.24 -1.38 -0.066
C -0.50 -1.48 -1.15 -0.174
C 1.68 -2.00 -0.65 -0.143
C 2.18 3.37 0.99 -0.292
C 0.31 -3.68 -1.70 -0.064
C -2.93 -0.72 -1.54 -0.015
C -1.62 -0.44 -1.06 -0.176
C 3.29 1.53 0.89 -0.233
C 0.21 -0.48 2.48 -0.658
C -3.62 1.44 -0.76 -0.047
C 1.55 -3.31 -1.17 -0.043
C -0.72 -2.77 -1.70 -0.013
C -2.32 1.64 -0.34 -0.169
H 3.23 1.10 -0.13 0.052
H 4.20 2.20 0.91 0.067
H 2.64 -1.67 -0.20 0.109
H -3.10 -1.71 -2.02 0.102
H 3.18 3.88 1.08 0.069
H 3.27 1.00 1.86 0.061
H -2.03 2.55 0.17 0.052
H 0.16 -4.65 -2.10 0.097
H -1.71 -2.99 -2.09 0.095
H 1.78 3.61 -0.01 0.051
H 1.68 3.50 1.98 -0.089
H 2.40 -3.97 -1.13 0.095
H -4.93 0.00 -1.74 0.109
H -4.35 2.19 -0.60 0.096
```

Max |F|   0.2466 Eh/bohr
Molecular weight   589.4 g/mol
HOMO energy (alpha / beta)   -6.907 / -6.912 eV
Gap between HOMO and LUMO (alpha / beta)   5.53 / 5.54 eV
DFT total energy   -1403.1783 Ha
Net charge   0
Energy above the lowest of the compared OMol25 structures with the same formula, charge and spin   727.38 kJ/mol

=====

Entry 7:
Molecular formula: C11H18
Method: DFT, wB97M-V/def2-TZVPD

```
29
Properties=species:S:1:pos:R:3:lowdin_charge:R:1
C 0.84 -1.72 -0.57 -0.077
C 0.56 0.60 3.20 -0.050
C 0.83 -0.79 -1.81 -0.486
C 2.14 -0.03 -1.94 -0.092
C -1.27 1.86 0.12 -0.089
C -0.26 1.51 1.02 -0.071
C -1.83 0.34 2.42 -0.048
C -2.81 0.68 1.51 -0.097
C 0.51 -1.61 -3.08 -0.089
C -2.56 1.44 0.38 -0.097
C -0.53 0.80 2.18 -0.289
H 0.84 -1.02 -3.94 0.065
H 2.29 0.55 -1.02 0.063
H -0.01 -0.10 -1.69 0.107
H 0.45 -0.35 3.73 0.074
H 1.16 -2.49 -3.12 0.074
H 0.76 1.79 0.81 0.104
H -3.37 1.61 -0.30 0.094
H -0.55 -1.79 -3.23 0.073
H 1.24 -2.70 -0.80 0.072
H 2.97 -0.73 -1.97 0.081
H -0.19 -1.85 -0.23 0.077
H -0.92 2.47 -0.70 0.104
H 0.42 1.38 3.94 0.086
H 2.13 0.67 -2.77 0.077
H -2.01 -0.24 3.32 0.111
H -3.82 0.31 1.66 0.101
H 1.47 -1.23 0.15 0.053
H 1.54 0.65 2.74 0.069
```

Max |F|   0.0301 Eh/bohr
Molecular weight   150.3 g/mol
HOMO energy   -9.051 eV
Gap between HOMO and LUMO   10.01 eV
DFT total energy   -429.9269 Ha
Net charge   0
Energy above the lowest of the compared OMol25 structures with the same formula, charge and spin   36.05 kJ/mol

=====

Entry 8:
Molecular formula: CH9N2O
Method: DFT, wB97M-V/def2-TZVPD

```
13
Properties=species:S:1:pos:R:3:lowdin_charge:R:1
O -1.64 -0.61 -1.12 -0.113
N 0.89 1.15 -0.33 0.419
N -0.08 -0.47 1.14 0.261
C 1.26 0.10 0.44 -0.041
H 2.13 0.20 1.02 0.167
H 1.47 -0.86 -0.16 0.209
H -2.18 -1.51 -1.14 0.159
H 1.33 1.31 -1.22 0.198
H -2.27 0.02 -1.60 0.113
H -0.08 -1.49 1.25 0.189
H -0.07 0.17 1.92 0.172
H -0.86 -0.23 0.50 0.106
H 0.43 1.88 0.11 0.161
```

Max |F|   0.1481 Eh/bohr
Molecular weight   65.1 g/mol
HOMO energy (alpha / beta)   -20.667 / -20.658 eV
Gap between HOMO and LUMO (alpha / beta)   12.21 / 6.15 eV
DFT total energy   -227.4371 Ha
Net charge   +2
Energy above the lowest of the compared OMol25 structures with the same formula, charge and spin   93.63 kJ/mol
⟨S²⟩   0.754
Multiplicity   2